Entry 1:
Here is a structure of composition C36H36BN8TcTe from the OMol25 dataset. Energies are from the ωB97M-V functional and the def2-TZVPD basis.

The geometry in XYZ format:
```
83
C36H36BN8TcTe, DFT the ωB97M-V functional and the def2-TZVPD basis
Tc 0.485 0.941 -1.138
C 3.149 2.160 -1.132
N 1.801 2.595 -0.655
C 1.365 3.841 -1.370
C -0.003 3.749 -1.992
C -0.640 4.881 -2.463
C -1.794 4.740 -3.217
C -2.268 3.464 -3.493
C -1.608 2.384 -2.952
N -0.508 2.516 -2.183
C 1.745 2.798 0.817
C 0.331 2.609 1.311
C -0.200 3.357 2.341
C -1.502 3.111 2.763
C -2.232 2.110 2.142
C -1.641 1.401 1.116
N -0.388 1.639 0.696
C 2.999 1.598 -2.525
C 3.974 1.734 -3.491
C 3.734 1.235 -4.765
C 2.512 0.640 -5.042
C 1.587 0.522 -4.029
N 1.829 0.969 -2.785
H 3.517 1.388 -0.457
H 3.863 2.985 -1.125
H 2.071 4.037 -2.179
H 1.418 4.700 -0.701
H -0.222 5.860 -2.260
H -2.307 5.614 -3.600
H -3.136 3.308 -4.118
H -1.952 1.375 -3.132
H 2.129 3.778 1.097
H 2.396 2.063 1.281
H 0.398 4.129 2.809
H -1.937 3.702 3.560
H -3.250 1.888 2.435
H -2.172 0.614 0.601
H 4.905 2.232 -3.250
H 4.488 1.329 -5.538
H 2.278 0.263 -6.028
H 0.629 0.050 -4.196
B 1.186 -2.230 -2.073
N 1.853 -1.740 -0.739
C 2.707 -2.422 0.020
C 2.955 -1.709 1.189
C 2.188 -0.571 1.060
N 1.526 -0.574 -0.122
N -0.339 -1.858 -1.988
C -1.367 -2.657 -2.269
C -2.557 -1.952 -2.101
C -2.148 -0.689 -1.720
N -0.799 -0.620 -1.673
H 1.265 -3.428 -2.125
H 1.696 -1.697 -3.024
H 3.081 -3.384 -0.302
H 3.593 -1.991 2.013
H 2.027 0.211 1.784
H -1.199 -3.679 -2.581
H -3.564 -2.304 -2.265
H -2.756 0.175 -1.488
Te -2.411 -2.419 1.614
C -2.870 -1.892 3.565
C -4.247 -1.766 3.780
C -4.705 -1.447 5.048
C -3.797 -1.237 6.078
C -2.427 -1.342 5.850
C -1.951 -1.667 4.593
C -0.736 -3.642 1.685
C -0.758 -4.655 0.718
C 0.245 -5.610 0.719
C 1.259 -5.549 1.668
C 1.289 -4.520 2.606
C 0.297 -3.556 2.620
H -4.958 -1.943 2.978
H -5.769 -1.371 5.231
H -4.158 -0.988 7.068
H -1.729 -1.175 6.661
H -0.887 -1.742 4.431
H -1.560 -4.715 -0.009
H 0.222 -6.412 -0.010
H 2.030 -6.310 1.679
H 2.086 -4.477 3.339
H 0.346 -2.754 3.339
```

For the HOMO-LUMO gap (alpha / beta), the calculation gives 8.47 / 6.00 eV. The value obtained for the max |F| is 0.0062 Eh/bohr. For the relative energy (zero: lowest compared OMol25 entry of this formula, charge and spin), the calculation gives 0.0 kcal per mole. The LUMO energy (alpha / beta) is -7.671 / -10.416 eV. The multiplicity is 4. The total charge is +3. As for the total energy: -59983.367 eV.


Entry 2:
Here is a cluster of 2 separate species, CHF2NO3 in total at a distorted geometry from the OMol25 dataset. Energies are from the ωB97M-V functional and the def2-TZVPD basis.

The geometry in XYZ format:
```
8
CHF2NO3, DFT the ωB97M-V functional and the def2-TZVPD basis
C -0.240 0.474 1.082
N 0.236 0.068 -0.325
O -0.651 -0.807 -0.852
O 0.640 0.975 -1.003
O 0.398 1.126 1.801
F 1.628 -1.029 -0.149
F -1.450 0.024 1.271
H -0.562 -0.831 -1.826
```

For the HOMO-LUMO gap (alpha / beta), the calculation gives 10.42 / 10.43 eV. The value obtained for the max |F| is 0.0369 Eh/bohr. For the relative energy (zero: lowest compared OMol25 entry of this formula, charge and spin), the calculation gives 70.5 kcal per mole. The LUMO energy (alpha / beta) is -1.456 / -1.457 eV. The total charge is 0. As for the total energy: -14115.190 eV.


Entry 3:
Here is a cluster of 2 separate species, C4H8N2S in total at a distorted geometry from the OMol25 dataset. Energies are from the ωB97M-V functional and the def2-TZVPD basis.

The geometry in XYZ format:
```
15
C4H8N2S, DFT the ωB97M-V functional and the def2-TZVPD basis
C 1.537 0.486 0.488
C 1.523 1.264 -0.730
C 1.136 -1.695 -0.419
C -2.765 -0.016 0.668
N 1.516 -0.984 0.485
N 0.390 1.255 0.085
S -1.532 -0.002 -0.575
H 2.064 0.831 1.495
H 1.923 2.355 -0.764
H 1.357 0.836 -1.828
H 0.542 -1.380 -1.344
H 1.276 -2.853 -0.446
H -3.331 0.939 0.693
H -2.179 -0.140 1.572
H -3.456 -0.895 0.621
```

For the HOMO-LUMO gap, the calculation gives 7.30 eV. The value obtained for the max |F| is 0.1099 Eh/bohr. For the relative energy (zero: lowest compared OMol25 entry of this formula, charge and spin), the calculation gives 146.9 kcal per mole. The LUMO energy is -1.348 eV. The total charge is 0. As for the total energy: -18087.373 eV.